No. 1
A molecular structure, C21H25N5NiO11, computed with the ωB97M-V functional and the def2-TZVPD basis.

Structure (XYZ):
```
63
C21H25N5NiO11 (the ωB97M-V functional and the def2-TZVPD basis)
Ni -0.06 -0.56 0.24
C 1.78 3.69 -0.66
N 1.12 3.37 0.60
C 0.43 4.48 1.25
C 0.86 2.10 0.88
O 1.33 1.16 0.23
C -0.07 1.80 2.07
O -0.08 0.39 2.31
C 1.02 -0.06 3.09
C 1.75 -1.20 2.39
O 1.42 -1.56 1.27
N 2.76 -1.78 3.05
C 3.52 -2.85 2.41
C 3.25 -1.38 4.36
H 2.49 4.50 -0.50
H 1.03 4.01 -1.40
H 2.29 2.81 -1.04
H 1.05 5.37 1.16
H 0.27 4.28 2.30
H -0.54 4.65 0.76
H -1.08 2.09 1.79
H 0.23 2.32 2.98
H 0.64 -0.39 4.06
H 1.73 0.75 3.25
H 3.15 -3.01 1.40
H 3.42 -3.77 2.98
H 4.58 -2.58 2.37
H 2.58 -0.67 4.83
H 4.24 -0.92 4.27
H 3.33 -2.25 5.00
C -2.99 -1.94 2.36
C -2.33 -2.62 1.21
N -1.36 -2.12 0.48
C -1.07 -3.04 -0.50
C -1.87 -4.13 -0.34
N -2.67 -3.84 0.74
C -2.03 -5.43 -1.04
O -1.24 -5.64 -2.06
O -2.86 -6.21 -0.63
C -0.03 -2.71 -1.52
O 0.25 -3.56 -2.37
O 0.47 -1.55 -1.41
H -2.44 -1.03 2.59
H -3.03 -2.58 3.23
H -4.01 -1.65 2.10
H -3.38 -4.47 1.08
H -0.63 -4.85 -2.24
O -1.96 2.92 -0.35
C -1.59 1.87 -0.88
O -1.45 0.77 -0.23
C -1.31 1.91 -2.36
C -0.29 1.18 -2.95
C -0.04 1.29 -4.31
C -0.84 2.12 -5.06
C -1.87 2.86 -4.51
C -2.09 2.76 -3.15
N -0.58 2.25 -6.51
O -1.33 2.95 -7.16
O 0.36 1.63 -6.97
H 0.32 0.50 -2.36
H 0.75 0.72 -4.79
H -2.47 3.50 -5.13
H -2.87 3.34 -2.67
```

Values from the calculation:
**Spin multiplicity**: 3
**Molecular weight**: 582.15 g/mol
**Energy above the lowest of the compared OMol25 structures with the same formula, charge and spin**: 0.0 kJ/mol
**Orbital gap (alpha / beta)**: 8.89 / 8.94 eV
**HOMO energy (alpha / beta)**: -9.14 / -9.19 eV

=====

No. 2
C21H25N5O2S in the gas phase, computed with the ωB97M-V functional and the def2-TZVPD basis.

Structure (XYZ):
```
54
C21H25N5O2S (the ωB97M-V functional and the def2-TZVPD basis)
C -6.69 -2.35 -0.72
C -5.55 -1.57 -0.14
C -4.40 -2.22 0.29
C -3.33 -1.52 0.80
C -3.40 -0.13 0.88
N -2.30 0.57 1.39
N -1.50 0.04 2.32
N -0.62 0.90 2.63
N -0.77 2.01 1.93
C -1.81 1.81 1.14
S -2.37 2.95 -0.05
C -2.34 1.92 -1.57
C -1.44 0.69 -1.44
O -1.91 -0.41 -1.67
C -0.10 0.94 -0.98
C 0.59 2.19 -0.93
C 1.77 1.99 -0.29
C 2.82 2.98 0.06
N 1.83 0.66 0.08
C 2.91 0.04 0.80
C 3.93 -0.65 -0.15
C 5.22 0.15 -0.39
C 6.29 -0.95 -0.40
C 5.70 -1.93 0.61
O 4.31 -1.91 0.38
C 0.73 0.01 -0.35
C 0.48 -1.42 -0.07
C -4.55 0.54 0.48
C -5.61 -0.19 -0.03
H -6.87 -3.25 -0.15
H -7.60 -1.75 -0.75
H -6.45 -2.65 -1.74
H -4.34 -3.30 0.22
H -2.44 -2.02 1.14
H -3.36 1.59 -1.79
H -1.98 2.58 -2.35
H 0.25 3.12 -1.34
H 3.79 2.69 -0.36
H 2.92 3.08 1.14
H 2.55 3.95 -0.35
H 3.41 0.79 1.42
H 2.50 -0.73 1.45
H 3.42 -0.84 -1.11
H 5.19 0.71 -1.32
H 5.40 0.83 0.44
H 7.27 -0.58 -0.10
H 6.36 -1.41 -1.38
H 6.04 -2.96 0.47
H 5.92 -1.62 1.64
H -0.41 -1.74 -0.61
H 0.32 -1.58 1.00
H 1.33 -2.04 -0.38
H -4.62 1.61 0.57
H -6.50 0.34 -0.35
```

Values from the calculation:
**Spin multiplicity**: 1
**Molecular weight**: 411.53 g/mol
**Energy above the lowest of the compared OMol25 structures with the same formula, charge and spin**: 281.9 kJ/mol
**SMILES**: Cc1ccc(-n2nnnc2SCC(=O)c2cc(C)n(C[C@H]3CCCO3)c2C)cc1
**Orbital gap**: 8.53 eV
**HOMO energy**: -7.98 eV

=====

No. 3
C21H25N5O5S2 in the gas phase, computed with the ωB97M-V functional and the def2-TZVPD basis.

Structure (XYZ):
```
58
C21H25N5O5S2 (the ωB97M-V functional and the def2-TZVPD basis)
C 1.43 1.04 2.50
C 0.84 2.15 1.64
O -0.41 1.78 1.05
C -1.47 1.67 1.85
O -1.46 1.82 3.05
C -2.65 1.35 1.05
S -2.49 1.29 -0.68
C -4.18 0.88 -0.77
N -4.90 0.67 -1.91
C -4.60 0.64 -3.25
O -5.50 0.53 -4.05
C -3.16 0.73 -3.69
S -2.28 -0.80 -3.21
C -0.75 -0.10 -2.74
N -0.38 1.13 -2.95
N 0.83 1.27 -2.40
C 1.19 0.14 -1.86
C 2.47 -0.04 -1.20
C 3.54 0.74 -1.63
C 4.78 0.63 -1.04
C 4.99 -0.27 0.01
O 6.25 -0.30 0.51
C 6.52 -1.18 1.58
C 3.92 -1.04 0.45
C 2.68 -0.92 -0.14
N 0.20 -0.80 -2.05
C 0.11 -2.19 -1.70
C -0.83 -2.42 -0.51
O -0.34 -1.77 0.63
C -1.19 -1.89 1.74
N -4.78 0.80 0.39
C -3.95 1.06 1.42
C -4.46 1.02 2.81
H 1.45 0.11 1.94
H 2.44 1.31 2.79
H 0.83 0.91 3.40
H 0.69 3.06 2.23
H 1.48 2.36 0.78
H -5.89 0.54 -1.73
H -2.61 1.56 -3.23
H -3.13 0.81 -4.77
H 3.38 1.44 -2.44
H 5.61 1.24 -1.37
H 7.58 -1.04 1.81
H 6.35 -2.23 1.29
H 5.92 -0.95 2.46
H 4.04 -1.72 1.28
H 1.86 -1.50 0.26
H 1.11 -2.55 -1.46
H -0.28 -2.74 -2.56
H -0.92 -3.50 -0.34
H -1.84 -2.03 -0.76
H -1.30 -2.94 2.05
H -2.19 -1.49 1.52
H -0.74 -1.31 2.55
H -3.66 1.23 3.51
H -5.25 1.76 2.93
H -4.89 0.04 3.01
```

Values from the calculation:
**Spin multiplicity**: 1
**Molecular weight**: 491.59 g/mol
**Energy above the lowest of the compared OMol25 structures with the same formula, charge and spin**: 32.7 kJ/mol
**SMILES**: CCOC(=O)c1sc(NC(=O)CSc2nnc(-c3ccc(OC)cc3)n2CCOC)nc1C
**Orbital gap**: 8.37 eV
**HOMO energy**: -8.13 eV

=====

No. 4
C21H25NO5 in the gas phase, computed with the ωB97M-V functional and the def2-TZVPD basis.

Structure (XYZ):
```
52
C21H25NO5 (the ωB97M-V functional and the def2-TZVPD basis)
C -9.36 -1.77 0.29
C -8.24 -0.83 0.69
C -8.08 0.31 -0.32
O -7.07 1.23 0.04
C -5.76 0.89 -0.11
C -5.27 -0.25 -0.74
C -3.91 -0.46 -0.84
C -2.99 0.46 -0.33
N -1.64 0.18 -0.46
C -0.59 0.88 0.01
C 0.70 0.52 -0.13
C 1.76 1.35 0.41
O 1.54 2.44 0.93
C 3.15 0.83 0.27
C 4.18 1.74 0.15
C 5.51 1.34 0.00
O 6.39 2.36 -0.13
C 7.78 2.14 -0.17
C 5.81 -0.03 0.00
O 7.10 -0.49 -0.18
C 7.30 -1.23 -1.38
C 4.76 -0.95 0.21
O 5.00 -2.31 0.26
C 5.82 -2.74 1.32
C 3.45 -0.52 0.32
C -3.48 1.61 0.29
C -4.84 1.82 0.39
H -9.16 -2.22 -0.67
H -9.47 -2.56 1.03
H -10.31 -1.23 0.23
H -7.30 -1.38 0.77
H -8.45 -0.39 1.67
H -7.89 -0.10 -1.33
H -8.99 0.90 -0.36
H -5.94 -0.99 -1.15
H -3.55 -1.35 -1.33
H -1.42 -0.68 -0.95
H -0.80 1.79 0.55
H 0.97 -0.38 -0.67
H 3.97 2.80 0.14
H 8.12 1.54 0.68
H 8.23 3.14 -0.11
H 8.10 1.67 -1.10
H 8.34 -1.55 -1.36
H 6.65 -2.10 -1.43
H 7.13 -0.59 -2.25
H 5.92 -3.82 1.20
H 5.35 -2.53 2.29
H 6.81 -2.27 1.30
H 2.69 -1.27 0.48
H -2.81 2.35 0.69
H -5.22 2.71 0.87
```

Values from the calculation:
**Spin multiplicity**: 1
**Molecular weight**: 371.43 g/mol
**Energy above the lowest of the compared OMol25 structures with the same formula, charge and spin**: 291.1 kJ/mol
**SMILES**: CCCOc1ccc(N/C=C/C(=O)c2cc(OC)c(OC)c(OC)c2)cc1
**Orbital gap**: 7.94 eV
**HOMO energy**: -7.55 eV

=====

No. 5
C21H25NO7 in the gas phase, computed with the ωB97M-V functional and the def2-TZVPD basis.

Structure (XYZ):
```
54
C21H25NO7 (the ωB97M-V functional and the def2-TZVPD basis)
C -5.25 -0.12 -1.51
C -3.99 -0.93 -1.25
O -2.89 -0.03 -1.10
C -1.67 -0.55 -1.15
O -1.45 -1.73 -1.33
C -0.61 0.47 -1.04
C 0.53 0.43 -1.80
C 0.99 -0.53 -2.83
N 1.23 1.58 -1.54
C 0.58 2.35 -0.64
C 1.15 3.62 -0.15
C -0.59 1.69 -0.29
C -1.51 2.18 0.72
O -1.68 3.36 0.96
C -2.24 1.14 1.57
O -1.37 0.05 1.89
C -1.90 -1.17 1.94
O -3.05 -1.42 1.71
C -0.86 -2.20 2.35
C 0.28 -2.33 1.34
O 1.09 -1.18 1.44
C 2.18 -1.07 0.64
C 2.60 -2.07 -0.22
C 3.72 -1.92 -1.03
C 4.44 -0.75 -1.00
C 4.04 0.26 -0.14
C 2.93 0.13 0.69
O 2.68 1.22 1.46
C 1.81 1.16 2.57
H -5.13 0.47 -2.41
H -5.44 0.54 -0.68
H -6.09 -0.80 -1.63
H -4.08 -1.52 -0.33
H -3.77 -1.62 -2.08
H 0.89 -0.11 -3.83
H 2.03 -0.80 -2.67
H 0.39 -1.44 -2.77
H 2.14 1.79 -1.93
H 2.10 3.43 0.35
H 1.33 4.31 -0.98
H 0.46 4.09 0.55
H -2.57 1.62 2.50
H -3.12 0.77 1.03
H -0.45 -1.89 3.31
H -1.37 -3.16 2.45
H -0.12 -2.45 0.33
H 0.87 -3.23 1.60
H 2.04 -2.99 -0.28
H 4.01 -2.73 -1.69
H 5.31 -0.61 -1.62
H 4.59 1.19 -0.08
H 1.91 2.12 3.06
H 0.77 1.00 2.27
H 2.11 0.37 3.26
```

Values from the calculation:
**Spin multiplicity**: 1
**Molecular weight**: 403.43 g/mol
**Energy above the lowest of the compared OMol25 structures with the same formula, charge and spin**: 145.9 kJ/mol
**SMILES**: CCOC(=O)c1c(C)[nH]c(C)c1C(=O)COC(=O)CCOc1ccccc1OC
**Orbital gap**: 8.83 eV
**HOMO energy**: -8.09 eV

=====

No. 6
A molecular structure, C21H26AsBIMnN4O8S2, computed with the ωB97M-V functional and the def2-TZVPD basis.

Structure (XYZ):
```
65
C21H26AsBIMnN4O8S2 (the ωB97M-V functional and the def2-TZVPD basis)
Mn 0.04 -0.37 -0.26
C 1.26 1.45 2.47
C 0.15 0.48 2.89
N 0.17 -0.75 2.11
C 1.08 -1.79 2.58
C 2.56 -1.57 2.32
S 3.01 -1.15 0.60
C 3.71 0.51 0.80
C 2.78 1.70 0.56
N 1.43 1.49 1.04
H 1.05 2.43 2.92
H 2.21 1.12 2.91
H 0.24 0.28 3.96
H -0.82 0.96 2.72
H -0.77 -1.16 2.09
H 0.96 -1.92 3.67
H 0.78 -2.73 2.12
H 2.98 -0.79 2.96
H 3.08 -2.49 2.57
H 4.17 0.55 1.79
H 4.53 0.57 0.09
H 3.25 2.58 1.03
H 2.72 1.90 -0.50
H 0.78 2.12 0.58
O -3.61 -0.82 1.25
As -3.47 -0.98 -0.50
O -4.79 -0.30 -1.20
O -1.98 -0.28 -0.83
C -3.39 -2.85 -1.03
C -4.43 -3.19 -1.89
C -4.48 -4.45 -2.47
C -3.48 -5.37 -2.20
C -2.44 -5.04 -1.34
C -2.39 -3.79 -0.75
S -1.05 -3.47 0.39
O -1.69 -2.77 1.51
O -0.46 -4.74 0.70
O -0.13 -2.57 -0.33
H -4.49 -1.12 1.50
H -5.18 -2.44 -2.11
H -5.29 -4.71 -3.14
H -3.50 -6.35 -2.66
H -1.66 -5.75 -1.10
O 2.36 0.85 -2.54
B 1.27 0.01 -2.15
O 1.13 -0.97 -3.19
C 2.10 -0.72 -4.12
C 2.36 -1.41 -5.28
C 3.43 -0.94 -6.06
C 4.18 0.16 -5.67
C 3.89 0.85 -4.48
C 2.84 0.38 -3.73
H 1.77 -2.26 -5.57
H 3.67 -1.45 -6.98
H 5.00 0.50 -6.29
H 4.46 1.71 -4.17
I -3.60 5.53 2.18
C -2.76 3.99 1.12
C -3.37 3.18 0.18
N -2.43 2.32 -0.24
N -1.26 2.49 0.37
C -1.44 3.51 1.21
H -4.38 3.15 -0.20
H -2.50 1.50 -0.84
H -0.64 3.87 1.82
```

Values from the calculation:
**Spin multiplicity**: 6
**Molecular weight**: 794.17 g/mol
**Energy above the lowest of the compared OMol25 structures with the same formula, charge and spin**: 177.6 kJ/mol
**Orbital gap (alpha / beta)**: 6.47 / 7.41 eV
**HOMO energy (alpha / beta)**: -4.43 / -5.37 eV
**Net charge**: -1

=====

No. 7
A molecular structure, C21H26BN6PdSi, computed with the ωB97M-V functional and the def2-TZVPD basis.

Structure (XYZ):
```
56
C21H26BN6PdSi (the ωB97M-V functional and the def2-TZVPD basis)
Pd -0.30 -0.05 0.22
C -2.05 -1.95 -3.88
C -1.60 -2.18 -2.57
N -1.67 -1.07 -1.84
N -2.16 -0.12 -2.65
C -2.40 -0.61 -3.88
B -2.36 1.31 -2.13
N -1.01 2.06 -1.96
C -0.53 3.08 -2.70
C 0.64 3.52 -2.12
C 0.80 2.70 -1.00
N -0.20 1.84 -0.91
N -3.07 1.31 -0.77
C -4.25 1.91 -0.50
C -4.49 1.82 0.85
C -3.37 1.14 1.35
N -2.53 0.84 0.37
H -2.11 -2.64 -4.70
H -1.22 -3.09 -2.12
H -2.80 0.02 -4.66
H -3.03 1.91 -2.94
H -1.06 3.40 -3.58
H 1.28 4.32 -2.46
H 1.59 2.68 -0.27
H -4.82 2.35 -1.30
H -5.34 2.19 1.39
H -3.14 0.85 2.36
C 1.61 -0.16 0.00
C 2.82 -0.23 -0.12
C 4.23 -0.25 -0.31
C 4.83 -1.16 -1.19
C 6.20 -1.18 -1.38
C 7.02 -0.29 -0.69
C 6.44 0.62 0.18
C 5.07 0.64 0.37
H 4.19 -1.86 -1.72
H 6.64 -1.90 -2.06
H 8.09 -0.30 -0.84
H 7.07 1.32 0.73
H 4.62 1.35 1.06
C -0.60 -2.49 4.35
Si -1.00 -1.47 2.79
C -2.79 -1.90 2.39
C -0.78 0.28 3.47
C 0.01 -1.81 1.30
H -1.25 -2.18 5.18
H 0.43 -2.33 4.67
H -0.74 -3.56 4.19
H -3.50 -1.50 3.13
H -2.88 -2.99 2.40
H -3.09 -1.55 1.41
H -1.48 0.46 4.29
H -0.88 1.08 2.73
H 0.23 0.35 3.89
H -0.38 -2.64 0.69
H 1.07 -1.94 1.47
```

Values from the calculation:
**Spin multiplicity**: 1
**Molecular weight**: 507.80 g/mol
**Energy above the lowest of the compared OMol25 structures with the same formula, charge and spin**: 2.0 kJ/mol
**Orbital gap**: 7.54 eV
**HOMO energy**: -4.56 eV
**Net charge**: -1

=====

No. 8
A molecular structure, C21H26Cl5N2O3SiTi, computed with the ωB97M-V functional and the def2-TZVPD basis.

Structure (XYZ):
```
59
C21H26Cl5N2O3SiTi (the ωB97M-V functional and the def2-TZVPD basis)
Ti 0.68 0.45 0.05
Cl 3.03 0.20 0.77
C 0.77 1.65 1.71
C 0.08 0.53 2.03
C -0.50 0.35 3.26
Cl -1.47 -1.06 3.63
C -0.32 1.34 4.23
Cl -0.99 1.17 5.81
C 0.41 2.50 3.90
Cl 0.62 3.74 5.10
C 0.94 2.66 2.62
Cl 1.76 4.14 2.19
C -1.52 1.01 -3.16
C -1.00 -0.36 -2.84
C -1.03 -1.39 -3.76
C -0.47 -2.62 -3.40
C 0.09 -2.80 -2.16
C 0.07 -1.72 -1.25
N -0.50 -0.54 -1.62
N 0.58 -1.65 -0.02
Si 1.38 -2.94 0.82
C 3.01 -3.37 -0.03
C 0.27 -4.47 0.81
C 1.66 -2.56 2.62
H -1.68 1.13 -4.24
H -0.83 1.77 -2.81
H -2.48 1.19 -2.66
H -1.46 -1.23 -4.74
H -0.47 -3.44 -4.11
H 0.57 -3.73 -1.89
H 2.87 -4.08 -0.85
H 3.71 -3.81 0.68
H 3.45 -2.45 -0.43
H 0.12 -4.90 -0.18
H -0.71 -4.22 1.22
H 0.71 -5.24 1.45
H 2.39 -1.77 2.76
H 2.00 -3.46 3.13
H 0.72 -2.24 3.09
C -2.94 3.15 0.40
C -3.24 1.88 1.18
C -2.49 0.84 0.36
O -1.32 1.53 -0.11
C -1.49 2.96 0.01
H -3.09 4.06 0.98
H -3.58 3.21 -0.49
H -4.30 1.65 1.27
H -2.81 1.93 2.19
H -3.07 0.51 -0.50
H -2.17 -0.03 0.93
H -1.21 3.40 -0.95
H -0.80 3.32 0.77
C 2.64 2.33 -2.99
C 1.89 1.49 -1.98
O 2.03 0.26 -1.93
O 1.09 2.09 -1.18
H 3.48 1.77 -3.39
H 2.98 3.25 -2.51
H 1.96 2.60 -3.80
```

Values from the calculation:
**Spin multiplicity**: 1
**Molecular weight**: 607.67 g/mol
**Orbital gap**: 7.43 eV
**HOMO energy**: -4.88 eV
**Net charge**: -1